An isolated ion of composition C9H14N6 and charge +2, computed with ωB97M-V with the def2-TZVPD basis set.

```
29
C9H14N6, DFT ωB97M-V with the def2-TZVPD basis set
C -2.3373 1.0477 -0.9281
H 1.5783 -1.5055 1.8355
H 1.6102 -0.0328 -1.7833
H -0.2258 2.3694 -4.1917
C -0.4474 2.1461 -3.1220
C -1.4661 2.1597 -1.1379
H -0.8885 1.3430 1.2119
N 0.3372 0.5538 -0.3045
C -1.7859 3.0345 0.1094
C -3.0886 1.3209 0.2088
N -2.7261 2.4480 0.7755
H -3.8607 0.7472 0.5912
H -1.3369 4.0085 0.5323
C 1.5205 -0.2013 -0.6197
C -0.3696 -0.8376 1.5812
N -1.3177 2.7437 -2.3598
H -1.3434 -1.2754 1.1703
H -2.5403 0.2738 -1.7165
N 0.7491 -1.6938 1.1466
H 2.4614 0.3239 -0.0797
C -0.0717 0.6443 1.1499
C 1.2685 -1.6954 -0.3622
H 0.4426 -2.6723 1.2712
H -0.3887 -1.0410 2.7065
H 0.7667 0.9464 1.8318
H 0.4098 -2.1290 -0.9032
H 2.0360 -2.4028 -0.4438
N 0.2143 1.2139 -2.4451
N -0.2499 1.2344 -1.2474
```

charge = +2
frontier orbital gap (alpha / beta) = 7.88 / 7.87 eV
HOMO (alpha / beta) = -16.77 / -16.77 eV
SMILES = C1=C[C@]2(C=N1)N=CN=[N+]2N1CC[NH2+]CC1



C30H70FeN10O14SY as an isolated structure, computed with ωB97M-V with the def2-TZVPD basis set.

```
127
C30H70FeN10O14SY, DFT ωB97M-V with the def2-TZVPD basis set
H -2.1578 -7.1562 1.6995
H -4.6935 3.2806 1.8785
H 2.0762 -5.2552 -3.5214
C 1.5345 -2.7199 -2.8017
C -4.7076 2.4648 1.1635
N -2.8853 -5.1668 1.8774
H 3.5156 4.0787 3.3334
H -4.3747 4.4299 -1.6137
N 2.1704 5.2640 2.2827
H -1.2130 -6.1629 2.7408
H -2.8487 -2.8853 3.7431
H 5.7303 -1.3523 -1.0596
H 3.9267 -4.3904 -0.1514
C -4.3147 -5.2767 1.6076
C 1.2157 -5.2325 -2.8616
C -2.1923 0.5445 -6.1420
C 5.7324 -1.4764 0.0229
H 0.8142 6.7721 2.8869
H 6.7629 -1.6616 0.3342
H 1.2789 -5.9887 -2.0787
C 0.8296 1.7261 -3.9558
O -0.7911 -2.7870 -1.2758
H 5.5085 -0.5376 0.5223
H -2.0870 -1.2802 3.4636
Y -2.3981 -1.2469 -0.5715
C -0.2926 3.3100 -2.4727
H -4.0901 1.6220 1.4525
H 0.9509 0.1301 7.4494
H 2.7739 1.5806 6.7273
H -2.5227 1.5653 -5.9802
C 0.3877 0.4735 6.5756
C -2.8797 -1.8172 3.9767
H 5.3063 3.4004 -2.9307
O 2.1127 0.2728 3.4394
H -0.7005 3.1739 -5.7079
H -4.5546 5.0455 -0.0178
H 1.1235 6.7713 1.1908
H -3.0750 2.7364 -1.7853
C -4.7846 4.1766 -0.6354
H 0.4568 -0.5883 4.3181
O -2.9282 1.1189 -0.5276
H 2.3657 7.3571 2.3051
H 0.4102 1.1250 -4.7661
H -2.6882 -2.1274 -6.0424
O 1.4696 -0.6126 0.2939
H 3.0751 -3.0218 1.3599
H -0.0009 1.4107 6.9886
S 0.0733 -0.1549 0.4191
O -3.7376 -0.8629 1.4641
O 0.3419 1.0449 1.2374
C 3.9798 0.2931 -2.8069
H 1.2779 4.7271 0.5702
H 3.8111 5.7327 3.4915
H -2.6688 -1.8262 5.0474
C -2.5752 0.1116 -3.7847
H -1.1883 0.5220 -6.5678
H 5.5662 2.0840 -4.1176
C 2.2680 1.8351 5.7886
H 2.3286 5.0704 4.3249
H 0.8374 1.1430 -3.0349
N -2.3478 -0.3573 -5.0048
C -0.2664 -3.8410 -1.6268
H 4.4046 3.1616 -1.0565
H -0.8877 4.5668 -4.5584
H 3.0956 1.8070 5.0832
H -5.8678 4.1044 -0.7371
H 1.8141 2.8170 5.8974
H -1.1267 -4.1905 1.8249
C 1.6048 6.5934 2.1520
H 4.8441 -3.5533 -1.3670
C -2.0095 -1.7334 -5.2848
H -0.4155 -0.1756 6.2490
N -4.1988 -1.2798 3.6781
O -0.5079 0.0125 -0.9186
H -0.9991 -1.8986 -5.6668
N 1.3287 0.7715 5.5067
N 0.0083 2.9011 -3.7321
H -2.0714 -2.3885 -4.4181
H -5.4763 -0.4125 2.3766
H -4.7380 -5.8049 2.4622
H 4.9618 -0.1693 -2.9156
C 4.0241 2.1496 -1.2276
C -2.1731 -4.1092 1.5117
H 0.3923 -5.6020 -3.4845
H -2.7264 -6.6883 3.3304
N -4.2474 2.9209 -0.1493
H 2.5438 -2.7336 -2.3920
C 3.7646 -2.1777 1.2455
H 1.8312 1.9964 -4.2973
C 4.8164 -3.7754 -0.3005
C -3.3708 2.2309 -0.8606
H 0.6762 4.1082 -5.3114
O -2.6110 -3.1826 0.8287
H -6.2168 -1.3088 4.2426
H -5.2850 -2.7224 4.8014
H -4.4977 -5.9028 0.7322
C 1.2984 0.1199 4.3413
O 3.5483 1.4629 -0.3211
N 0.8737 -3.9214 -2.3164
H 3.4476 0.2203 -3.7538
C -0.2635 3.7417 -4.8847
N 4.7256 -2.4688 0.3547
H -5.0800 -1.1946 5.5853
O 2.2196 3.1385 1.5203
H -2.8401 1.1746 -3.8100
O -0.9220 -1.0251 1.0798
H -4.8241 -4.3287 1.4722
C -2.2425 -6.3387 2.4176
C -5.2499 -1.6488 4.6073
C 2.9842 5.0203 3.4569
O -1.0189 4.2571 -2.2183
H 1.0033 -1.8198 -2.4992
H 5.6473 -4.3375 0.1174
H -5.7259 2.0884 1.0461
H 1.5565 -2.7201 -3.8937
H 0.0893 2.6585 -1.6609
O -2.5099 -0.5708 -2.7533
H 4.0308 2.9390 -4.0847
C -4.4665 -0.8440 2.4605
N 4.2318 1.6863 -2.4565
C 1.8461 4.3042 1.4080
H 3.3795 -0.1458 -2.0121
Fe 2.4214 0.8862 1.3090
H -0.6391 -4.8357 -1.3496
H -2.8120 0.1129 -6.9348
C 4.8493 2.5713 -3.4628
O 3.7104 -1.1224 1.8570
```

charge = +3
frontier orbital gap (alpha / beta) = 8.95 / 8.35 eV
spin multiplicity = 5
⟨S²⟩ = 6.01
HOMO (alpha / beta) = -15.08 / -14.49 eV



A 3-piece molecular cluster, C3H13NO2 overall, computed with ωB97M-V with the def2-TZVPD basis set.

```
19
C3H13NO2, DFT ωB97M-V with the def2-TZVPD basis set
C -1.3119 -1.3322 1.0032
N 2.1490 -0.0220 -0.1867
H 2.0658 0.2819 -1.1374
H 2.6389 -0.8962 -0.1480
H 0.1945 -2.1864 -0.3180
O -3.1440 1.1984 -2.8171
H -2.7674 0.3237 -2.6444
C 0.8921 -0.2214 0.4489
H 1.1483 -0.4740 1.4130
H -4.0164 1.0147 -3.0704
H -0.6218 -0.6985 -0.7801
H -0.7677 -1.1639 1.9877
O 2.1484 2.4722 1.4901
C -0.1736 -1.2174 -0.0688
H 3.0813 2.7820 1.2983
H 0.5761 0.9245 0.5709
H -1.9647 -0.4232 1.0035
H -2.0276 -2.0919 1.0770
H 1.9006 1.7297 0.8782
```

charge = +1
frontier orbital gap (alpha / beta) = 10.50 / 4.49 eV
spin multiplicity = 2
⟨S²⟩ = 0.75
HOMO (alpha / beta) = -14.25 / -14.25 eV



An isolated molecule of C7H6Cl2NOPS, computed with ωB97M-V with the def2-TZVPD basis set.

```
19
C7H6Cl2NOPS, DFT ωB97M-V with the def2-TZVPD basis set
H -1.8474 3.1037 1.2641
P -0.9970 -1.3830 -0.1951
C 0.9651 0.5389 0.3231
Cl -1.9318 -0.7178 -1.8760
C -1.4056 1.1108 0.6296
H 2.4023 1.9883 0.6204
H 0.6626 3.7502 1.2742
Cl 1.7778 -4.0918 -1.9405
C -1.0385 2.3749 1.0424
C -0.4236 0.2241 0.3440
C 1.3092 1.8532 0.7008
S -2.2586 -2.1901 1.1221
N 0.2112 -2.5263 -0.6810
C 1.2574 -2.4829 -1.6865
O 1.6201 -1.5556 -2.3516
C 0.2781 2.7490 1.1153
H -2.4945 0.9742 0.5251
H 0.2175 -3.4253 -0.2430
H 1.6957 -0.2946 0.0125
```

frontier orbital gap = 9.19 eV
HOMO = -9.02 eV
SMILES = O=C(Cl)N[P@](=S)(Cl)c1ccccc1



C9H11Br3F6O4 as an isolated structure, computed with ωB97M-V with the def2-TZVPD basis set.

```
33
C9H11Br3F6O4, DFT ωB97M-V with the def2-TZVPD basis set
H -3.2806 -1.4427 0.2691
F -7.3659 1.4030 0.6995
F -6.1088 2.9378 -0.0217
H -1.1784 -0.6634 -0.9303
C -6.2989 1.6507 -0.0245
H -2.6465 0.0728 0.9689
H 0.5759 0.4026 0.9876
C -5.0804 0.9694 0.6457
C 2.9326 1.1749 0.9623
F 3.7122 2.1897 0.6921
H 6.0060 -2.3529 -2.3190
H -1.8490 0.9768 -1.0915
F -6.5002 1.3113 -1.3074
H 6.3582 -1.0974 -1.3873
H 3.4072 -1.9656 -1.3956
Br -1.6097 0.0269 2.1089
F 3.3466 0.5341 2.0318
Br 1.2893 0.6988 3.3862
H 4.0528 -0.5792 -2.4454
C -3.0856 -0.3865 0.0833
C 5.6333 -1.9114 -1.3947
C 0.2804 -0.1438 1.8832
C 2.8824 0.1844 -0.2130
H -2.4201 -0.4034 -2.0901
H 5.7426 -2.5511 -0.5189
F 1.7231 1.6032 1.2316
Br 0.7295 -2.0930 1.4814
O 4.0887 -0.2815 -0.5432
O -4.2895 0.2906 -0.2708
O 1.8400 -0.2236 -0.6653
C 4.1982 -1.2418 -1.5922
C -2.0873 -0.0868 -1.1016
O -4.9983 0.9967 1.8809
```

frontier orbital gap = 8.73 eV
HOMO = -8.99 eV



C35H56BBrCuN4O2P2S as an isolated structure, computed with ωB97M-V with the def2-TZVPD basis set.

```
103
C35H56BBrCuN4O2P2S, DFT ωB97M-V with the def2-TZVPD basis set
C -0.2453 -4.3132 -4.3389
C -2.5877 1.7165 -0.1525
H 5.2283 1.7089 2.2673
H -4.1685 -2.4086 -1.5773
H -5.1625 -0.0519 -3.4334
C 0.0912 -3.3268 -3.4139
H 5.7359 -0.1356 -2.7711
H -5.1664 2.1206 0.4230
H 2.1031 -0.4213 6.4124
C -5.6392 1.1661 0.6686
H 1.3123 6.5175 -0.6986
H 1.6156 0.9869 1.9871
N 0.3602 -1.8797 4.9696
H -6.3172 0.9025 -0.1400
H -5.8004 -0.4173 -1.8316
H -1.1125 6.5872 -0.2852
S -0.3424 -1.0703 2.5446
H 4.9650 2.0313 0.5495
H -2.4244 4.4872 -0.1163
B -0.0899 0.9840 -0.6045
C -3.4880 -1.8398 -2.2177
H 3.1237 2.2587 -0.6440
N 0.2482 0.4048 4.6603
H 5.5880 -1.5708 0.0862
H 5.5611 -2.4170 -1.4651
H 2.8666 1.6073 3.0887
H -0.5614 -1.8300 6.8720
H -2.7346 0.0049 -3.9100
H -4.7226 -0.0811 3.1105
C -3.6160 -0.3270 -1.9734
Cu 0.0906 -1.0005 -0.7529
C -4.6027 0.0720 0.9477
C 0.7554 5.5923 -0.6139
C 0.0861 -0.8392 4.1341
H 0.0772 -0.6439 -5.4905
C 5.2129 0.2866 -1.9052
H -1.5890 0.2215 -2.5775
H -4.5492 -2.0797 1.2303
C 0.3270 -3.7643 -1.9624
H 1.0748 -0.2844 7.8533
C -0.3655 -2.6488 -6.0922
C -5.0204 0.1307 -2.3616
N -1.1796 1.9401 -0.4054
H -0.0414 1.1394 4.0356
C 3.3973 -1.3009 -2.5674
N 1.0723 1.8706 -0.7303
H -2.8428 2.1084 0.8364
C -0.6111 5.6322 -0.3830
C -0.6980 3.2402 -0.4203
C -0.4753 -3.9582 -5.6529
H -5.6762 -1.5694 -0.0297
H 0.1400 -2.7742 4.5639
H 2.6113 1.3778 -2.0726
H -0.7213 0.7224 6.5106
C 2.6131 1.4346 2.0357
C 0.6977 3.1982 -0.6405
C 1.4254 4.3710 -0.7513
H 2.6017 -1.9687 -2.2245
C 4.9926 1.2411 1.3037
H -6.2472 1.3235 1.5679
H -2.4724 -2.1797 -2.0033
H -6.0963 -1.3294 1.6716
H 4.2450 -0.3902 3.3033
H 4.7347 1.2122 -2.2324
H 2.9408 -0.5141 -3.1719
C -5.2719 -1.3092 0.9502
H 5.9645 0.5364 -1.1582
H 4.0665 -1.8732 -3.2190
P -3.0750 -0.0807 -0.1663
C 0.2902 0.6733 6.0886
H 5.8109 0.5606 1.0598
C 2.4411 1.4813 -0.9972
H 4.4697 -1.4744 1.9210
H -5.1603 1.1995 -2.1870
C 0.2086 -2.0104 -3.8394
H -0.3174 -5.3356 -3.9954
H 1.0302 -2.5918 6.8007
C -0.0138 -1.6749 -5.1688
O 0.3819 -2.8543 -1.0724
Br -0.9572 -5.3081 -6.9153
C 3.8169 -0.7098 2.3448
H 2.4909 4.3526 -0.9463
C 3.6631 0.5012 1.4123
H -3.8928 1.3754 2.5640
H 2.8442 -1.1700 2.5336
H 0.4688 -1.2420 -3.1190
H -0.5482 -2.4002 -7.1288
C 0.4348 -1.7634 6.4178
P 2.8733 -0.1404 -0.1810
H 4.2270 -2.6357 -0.3221
C 4.1995 -0.7348 -1.3817
H -3.0638 -0.1913 2.4990
H -2.7998 1.4703 -2.9191
H 0.7642 1.6415 6.2462
H -3.7178 -2.0782 -3.2625
C -4.0264 0.3107 2.3610
C 4.9367 -1.9076 -0.7236
C 1.0724 -0.4323 6.7733
H -3.1914 2.2765 -0.8765
C -2.6195 0.3922 -2.8921
C -1.3555 4.4505 -0.2871
H 2.5721 2.4048 1.5353
O 0.4553 -4.9713 -1.7676
```

charge = -1
frontier orbital gap = 5.76 eV
HOMO = -3.65 eV



C7H12Ag2BBr6F4O3 as an isolated structure, computed with ωB97M-V with the def2-TZVPD basis set.

```
35
C7H12Ag2BBr6F4O3, DFT ωB97M-V with the def2-TZVPD basis set
F 0.9359 -0.7255 0.4476
Br -0.4942 -4.5908 -2.9662
Ag -0.6700 0.3750 4.0553
F -0.9881 -0.0762 1.3698
C -1.7656 2.9341 0.1008
Br -1.9280 -1.6384 -1.8658
H 2.0368 0.6089 -0.2880
Br -0.7617 2.2825 -2.5535
C 0.2247 -2.7899 -3.3467
H -2.8841 3.1933 -1.7252
H -0.9766 2.2986 0.5050
H 3.1152 -0.6041 -0.9619
O -4.1806 -1.7356 3.8295
Br -3.2023 2.6984 1.3867
B 0.3921 -0.2187 1.6333
O -2.0078 -1.6608 4.4437
F 0.4914 -1.1287 2.6815
H -1.2928 3.9148 0.1335
H 0.4918 -2.2215 -1.3088
C -3.1083 -1.0940 4.0095
C -0.0161 -1.8253 -2.1824
C 2.9921 0.4619 -0.7934
Br 2.9318 1.3744 -2.5410
Br 5.7788 0.2764 -0.3143
C -2.1874 2.4774 -1.2974
H 3.6523 0.6064 1.1614
H 4.0878 2.0370 0.2380
H -0.2916 -2.4314 -4.2340
C 4.0313 0.9528 0.2003
H -2.6772 1.5132 -1.1908
F 0.9297 1.0356 2.0030
Ag -1.4464 -2.5056 2.0379
H 0.3594 -0.8368 -2.4351
H 1.2630 -2.9828 -3.6007
O -2.8354 0.0251 3.3684
```

charge = -1
frontier orbital gap = 5.27 eV
HOMO = -3.86 eV



A 2-piece molecular cluster, C7H16IP overall, computed with ωB97M-V with the def2-TZVPD basis set.

```
25
C7H16IP, DFT ωB97M-V with the def2-TZVPD basis set
H -1.7546 -2.7620 -0.6022
H -0.7823 -0.3117 -1.7760
H 0.5918 -1.7663 -2.9719
H -1.5564 -1.4959 0.4747
C -0.4811 -1.2565 -1.2775
C -1.7674 -1.7176 -0.4869
C -0.3733 1.8178 0.0457
H -1.0645 0.0786 2.0783
H 0.3360 2.0782 -0.7723
H 0.3430 -3.1300 -1.7973
C 0.4983 1.3340 1.1806
C -0.0513 -2.2292 -2.3537
H -0.6774 1.8121 2.8319
H 2.4772 1.1983 1.8605
H 0.3982 0.3831 3.0448
H -0.8810 -2.4753 -2.9157
H -2.5663 -1.2511 -0.9921
P 0.7768 -1.0643 -0.0494
C -0.2868 0.8603 2.3827
H 1.7746 2.9129 1.5583
H -1.1873 1.1615 -0.0592
H 2.2831 1.8402 0.1368
H -0.8452 2.8043 0.3161
I 2.9873 -0.7184 -1.0797
C 1.8084 1.8970 1.2234
```

frontier orbital gap (alpha / beta) = 7.22 / 7.22 eV
HOMO (alpha / beta) = -7.16 / -7.16 eV



A 3-piece molecular cluster, C12H15F9O6 overall, computed with ωB97M-V with the def2-TZVPD basis set.

```
42
C12H15F9O6, DFT ωB97M-V with the def2-TZVPD basis set
F -23.1482 2.6461 -1.6950
C -21.7626 6.0078 -0.4692
H -19.3799 2.4775 -4.6269
F -22.6425 0.5842 -1.2822
O -19.9532 1.4919 -0.8081
H -26.3094 8.7123 0.8767
H -18.7765 1.4056 -3.3230
H -27.2601 6.9057 -0.6235
C -30.4875 9.1838 -0.7670
H -18.7216 3.3125 -1.7525
C -23.8115 6.7825 -1.3739
H -24.6840 5.9812 -3.1811
C -22.3098 1.8498 -1.0068
H -26.8378 7.8079 2.2734
O -28.7776 7.9502 0.3253
O -21.1867 6.0924 -1.5136
F -20.2249 4.5249 0.5038
F -21.8988 5.1027 1.7474
F -31.1193 9.0188 0.4005
O -23.0122 6.3501 -0.2171
C -27.6391 7.0897 0.3853
O -20.6938 3.0150 -2.2923
F -31.3154 8.8528 -1.7489
C -18.8003 2.4247 -3.7090
C -26.5523 7.7068 1.2247
O -28.6702 8.1432 -1.9250
H -24.7342 7.0929 -0.8985
C -29.1911 8.3459 -0.8718
H -25.6473 7.1013 1.1866
C -19.3411 3.3658 -2.6441
C -20.8226 2.0850 -1.3704
C -24.1115 5.6400 -2.3197
H -17.7630 2.6933 -3.9194
F -22.5049 2.0676 0.2902
H -24.7633 4.9311 -1.8028
F -30.1820 10.4799 -0.8891
H -27.9322 6.1008 0.7406
H -19.3700 4.3821 -3.0242
H -23.2302 7.5761 -1.8365
C -21.0488 5.5271 0.8107
H -23.2058 5.1410 -2.6476
F -20.3176 6.5203 1.3245
```

frontier orbital gap = 11.87 eV
HOMO = -11.34 eV
SMILES = CCOC(=O)C(F)(F)F.CCOC(=O)C(F)(F)F.CCOC(=O)C(F)(F)F